41
Properties=species:S:1:pos:R:3:forces:R:3:nbo_charge:R:1 method="wB97M-V/def2-TZVPD" multiplicity=1 gap_ha=0.3595 e_above_lowest_kcal_mol=0.0 smiles="CCO[C@H]1OC(C(=O)O)=C[C@@H](C2CC2)[C@@H]1CCCO" homo_energy_ev=-9.04 charge=0
C 2.531011 1.623245 -2.951114 -0.074 -0.290 0.354 -0.62
C 2.642658 0.735012 -1.724307 0.241 0.115 -0.070 -0.06
H 3.204130 1.241244 -0.928809 -0.049 -0.091 -0.101 0.18
H 3.161712 -0.204353 -1.967947 -0.032 0.093 0.052 0.16
O 1.330079 0.435440 -1.270750 -0.099 0.068 0.033 -0.55
C 1.286418 -0.342668 -0.116084 -0.203 -0.671 -0.324 0.40
C -0.172018 -0.739117 0.155477 0.265 0.120 0.183 -0.26
C -0.226036 -1.743858 1.311892 -0.071 0.055 -0.124 -0.40
C -1.529545 -2.543677 1.358535 0.353 -0.179 -0.264 -0.42
C -1.558131 -3.661524 0.312338 -0.481 0.303 0.157 -0.06
O -0.511354 -4.587554 0.473668 0.379 -0.317 0.150 -0.72
H -0.559312 -4.956338 1.363059 -0.002 -0.002 -0.081 0.46
H -1.428188 -3.252314 -0.691386 -0.091 -0.008 0.014 0.17
H -2.531712 -4.172983 0.351979 0.096 0.112 -0.095 0.16
H -1.633654 -2.993495 2.350098 -0.122 -0.003 0.016 0.20
H -2.390955 -1.894661 1.197599 -0.126 0.037 0.065 0.20
H -0.086911 -1.206538 2.252174 0.074 0.004 0.029 0.21
H 0.598751 -2.452785 1.209586 0.036 0.020 0.107 0.22
H -0.545597 -1.203628 -0.759774 0.012 0.003 -0.013 0.23
C -1.004755 0.519555 0.459012 0.100 -0.070 -0.401 -0.25
C -0.200092 1.498422 1.250754 0.416 -0.077 0.160 -0.18
C 1.111587 1.359212 1.466066 -0.538 -0.111 -0.192 0.15
O 1.868410 0.329791 0.980073 0.049 0.175 0.220 -0.50
C 1.856565 2.353174 2.270558 -0.107 0.610 0.411 0.75
O 1.339213 3.259352 2.877271 -0.005 -0.127 -0.093 -0.59
O 3.178405 2.156485 2.258201 0.529 -0.308 -0.162 -0.67
H 3.615547 2.827372 2.806160 -0.359 0.005 -0.039 0.50
H -0.698666 2.363718 1.656367 0.048 0.132 0.111 0.24
C -1.535237 1.173813 -0.805049 -0.016 -0.019 0.146 -0.22
C -2.798235 0.655240 -1.423418 0.023 -0.134 -0.133 -0.42
C -2.788178 1.992152 -0.745695 0.017 0.187 0.032 -0.42
H -2.854148 2.880191 -1.354970 0.014 0.039 -0.085 0.22
H -3.293869 2.082683 0.203974 -0.031 -0.057 0.130 0.21
H -3.310934 -0.159181 -0.932987 -0.029 -0.075 0.134 0.21
H -2.869322 0.622706 -2.499594 0.018 0.046 -0.086 0.22
H -0.750494 1.498749 -1.473423 -0.097 0.052 -0.063 0.24
H -1.869097 0.229334 1.067816 -0.023 -0.010 -0.007 0.22
H 1.916641 -1.241499 -0.238083 -0.145 0.221 0.034 0.17
H 2.025298 2.549964 -2.693816 -0.024 0.120 -0.002 0.21
H 3.522313 1.851565 -3.332051 0.087 0.050 -0.073 0.21
H 1.957701 1.117753 -3.723399 -0.031 -0.021 -0.129 0.21



41
Properties=species:S:1:pos:R:3:forces:R:3:nbo_charge:R:1 method="wB97M-V/def2-TZVPD" multiplicity=1 gap_ha=0.3629 e_above_lowest_kcal_mol=3.4 smiles="CCO[C@H]1OC(C(=O)O)=C[C@@H](C2CC2)[C@@H]1CCCO" homo_energy_ev=-9.10 charge=0
C 3.511817 -0.328430 -1.645900 -0.334 0.144 -0.058 -0.64
C 2.497327 0.697976 -2.139416 0.276 -0.092 -0.121 -0.06
H 2.120319 0.407761 -3.130916 0.023 0.093 0.051 0.16
H 2.967580 1.682574 -2.213337 -0.036 -0.119 -0.117 0.19
O 1.403814 0.898669 -1.260080 -0.137 -0.146 0.212 -0.54
C 0.387424 -0.048526 -1.316086 -0.539 0.536 -0.470 0.40
C -0.826568 0.503303 -0.551973 0.232 -0.306 -0.060 -0.25
C -2.029663 -0.426624 -0.747758 0.052 0.289 0.086 -0.40
C -3.363558 0.253096 -0.444566 -0.007 -0.549 -0.116 -0.42
C -4.525098 -0.738821 -0.545384 -0.076 0.589 -0.139 -0.05
O -4.421590 -1.801352 0.369938 0.097 -0.323 0.400 -0.71
H -4.371678 -1.439559 1.262059 -0.036 -0.042 -0.063 0.46
H -4.534203 -1.208141 -1.531710 -0.035 0.087 0.001 0.18
H -5.477106 -0.204526 -0.406387 0.091 -0.078 -0.111 0.16
H -3.351017 0.680348 0.561813 -0.053 0.097 0.033 0.19
H -3.535589 1.068004 -1.149779 -0.022 0.109 0.004 0.21
H -1.921277 -1.307018 -0.111299 0.020 -0.050 -0.056 0.22
H -2.049224 -0.775386 -1.782728 -0.010 -0.086 -0.047 0.20
H -1.051028 1.482932 -0.983617 0.030 -0.019 -0.001 0.22
C -0.467001 0.664375 0.936875 0.048 0.182 -0.226 -0.25
C 0.314250 -0.525093 1.388625 0.083 -0.341 -0.248 -0.19
C 0.861256 -1.397104 0.535742 -0.288 0.478 0.222 0.16
O 0.788602 -1.308758 -0.822737 0.050 -0.272 0.186 -0.51
C 1.615397 -2.567551 1.039329 0.205 -0.347 0.640 0.75
O 1.715035 -2.857494 2.206590 -0.056 0.087 -0.125 -0.59
O 2.195471 -3.277859 0.067488 0.118 -0.139 -0.595 -0.67
H 2.667279 -4.034728 0.449390 -0.166 0.225 0.217 0.50
H 0.447374 -0.697431 2.444160 0.092 -0.144 0.095 0.24
C 0.257887 1.975501 1.224798 -0.010 -0.063 0.063 -0.20
C 0.752345 2.287199 2.606147 -0.049 0.154 0.149 -0.43
C 1.728129 2.032577 1.499329 -0.007 0.091 -0.086 -0.41
H 2.288917 2.862445 1.098941 -0.001 0.116 -0.030 0.21
H 2.275347 1.103556 1.512165 -0.007 -0.128 -0.012 0.22
H 0.644993 1.535590 3.372742 -0.003 -0.154 0.060 0.21
H 0.639371 3.296016 2.974477 -0.013 0.069 -0.010 0.21
H -0.162599 2.804879 0.668758 0.050 0.077 0.025 0.21
H -1.402620 0.688586 1.511586 0.051 -0.038 -0.058 0.22
H 0.121088 -0.256782 -2.368772 0.086 0.049 0.258 0.16
H 3.066931 -1.318737 -1.599412 0.072 -0.049 0.000 0.23
H 4.360025 -0.352117 -2.325434 0.133 0.007 -0.057 0.21
H 3.861837 -0.053358 -0.653656 0.076 0.007 0.106 0.21



62
Properties=species:S:1:pos:R:3:forces:R:3:nbo_charge:R:1 method="wB97M-V/def2-TZVPD" multiplicity=3 gap_ha="0.2559 / 0.1594" homo_energy_ev="-17.45 / -17.39" s_squared=2.01 charge=+3
Ti -16.560636 -10.023501 0.666357 -0.403 1.264 -0.347 1.40
Br -18.478878 -10.091559 2.657905 -0.015 -0.150 -0.797 0.17
B -19.426952 -9.306978 1.074487 -0.771 0.366 0.552 -0.13
B -19.658396 -7.569193 1.094142 -1.442 0.155 -0.087 -0.02
C -19.717273 -7.126794 -0.558004 -0.460 0.647 -0.167 -0.57
B -18.560411 -8.220700 -0.147329 0.121 -0.252 1.504 -0.15
B -19.355471 -8.414376 -1.676283 0.149 0.758 -0.883 -0.09
B -21.009916 -7.728382 -1.455089 0.210 -0.630 0.161 -0.07
B -21.259065 -7.252209 0.200875 0.065 0.513 1.470 -0.11
B -21.183255 -8.717656 1.315518 0.669 0.409 0.792 -0.03
Br -22.195176 -8.789271 3.014507 0.820 -0.007 -0.975 0.09
B -21.973031 -8.778703 -0.243728 0.690 0.096 -1.267 -0.19
Br -23.909967 -8.782642 -0.368086 0.502 -0.251 -0.029 0.65
B -20.705132 -9.566225 -1.470284 -1.322 0.425 -1.278 -0.03
Br -21.178445 -10.551630 -3.102075 0.164 0.243 0.990 0.15
B -19.245366 -9.768565 -0.581756 -0.011 -1.404 0.129 -0.17
Br -18.054769 -11.320720 -1.090084 0.042 0.342 0.293 0.19
B -20.905984 -10.123611 0.270347 0.838 -0.409 -0.103 -0.09
Br -21.557366 -11.915856 0.580610 0.361 0.413 0.054 0.12
H -19.371947 -6.778535 1.929846 0.126 -0.241 -0.142 0.12
H -19.440717 -6.105765 -0.833446 0.143 -0.410 0.169 0.36
H -17.398969 -7.890970 -0.011826 -0.376 -0.419 -0.201 0.10
H -18.596601 -8.306242 -2.648554 -1.116 0.032 0.861 0.16
H -21.473321 -7.029890 -2.254585 -0.258 -0.001 -0.545 0.14
H -21.969184 -6.380222 0.653592 0.735 -0.179 -0.753 0.16
N -14.501898 -11.717983 -1.607171 -0.464 2.273 -0.182 -0.76
C -14.474429 -10.322618 -1.675608 0.514 -3.006 -1.315 0.63
N -13.897335 -9.762070 -2.728077 0.140 1.211 1.383 -0.51
C -13.693347 -8.420274 -2.572350 0.840 0.422 -2.005 0.61
N -12.966943 -7.777842 -3.503711 -1.246 -0.144 -0.424 -0.69
N -14.101375 -7.603742 -1.552515 -1.067 -2.006 1.729 -0.45
C -14.717529 -8.293359 -0.603239 1.622 0.276 -1.990 0.44
N -15.013992 -9.650674 -0.641225 -0.454 1.621 0.890 -0.71
C -14.988915 -7.610682 0.648484 -1.607 0.979 0.340 0.15
C -15.045267 -6.216142 0.794945 0.562 -0.338 -0.269 -0.18
C -15.476778 -5.761001 2.033657 -0.100 0.889 0.595 -0.10
C -15.867595 -6.589260 3.108809 0.852 -0.881 -0.246 -0.20
C -15.786062 -7.959658 2.853986 -0.134 0.287 -1.559 0.08
N -15.454859 -8.436791 1.595786 -0.452 0.319 1.754 -0.56
H -14.181156 -12.212780 -2.462927 -0.576 0.250 1.167 0.46
H -15.109492 -12.104536 -0.865781 0.890 -0.161 -1.172 0.40
H -12.810082 -8.291085 -4.372748 0.223 0.224 0.375 0.43
H -13.088772 -6.753601 -3.599276 0.380 -1.021 0.347 0.44
H -14.750570 -5.506480 -0.025611 -0.246 -0.999 1.007 0.29
H -15.470059 -4.683809 2.170583 -0.202 -0.066 0.131 0.26
H -16.130726 -6.236465 4.130867 0.186 -0.084 -1.099 0.29
H -16.047427 -8.740478 3.550120 -0.042 0.191 0.269 0.23
C -12.872288 -12.405511 2.913011 0.841 -1.030 0.101 -0.60
C -14.202973 -13.165116 2.949926 -0.953 0.453 2.817 -0.15
C -14.635611 -13.394199 4.490412 -0.546 -0.537 -1.059 -0.59
C -14.274183 -14.445403 2.219687 -1.671 -0.671 -0.203 -0.61
C -15.217985 -12.283244 2.283209 1.724 0.936 0.027 0.72
N -15.641348 -11.407686 1.650101 0.218 -2.143 1.138 -0.64
H -12.167387 -12.922327 3.644321 -1.042 0.963 -0.604 0.27
H -13.047276 -11.341342 3.140860 0.637 -0.463 -0.099 0.23
H -12.398595 -12.619929 1.941883 -0.160 0.782 0.114 0.23
H -13.850444 -13.914427 5.093409 -0.486 0.404 -0.906 0.27
H -15.574901 -14.014839 4.506946 0.902 0.681 0.161 0.23
H -14.814103 -12.420105 4.925425 -0.126 0.122 0.367 0.22
H -13.704723 -15.215522 2.652371 0.833 -0.856 0.988 0.26
H -13.885421 -14.343166 1.240280 -0.072 0.025 -1.339 0.22
H -15.341969 -14.761267 2.284506 0.820 -0.213 -0.626 0.23



no.,DFT total energy (hartree)
1,-922.83290
2,-922.82741
3,-17496.95331